No. 1
The following is a quantum chemistry calculation of a gas-phase ion, C5H12NO (charge +1) at a distorted geometry, from OMol25.

Each line ends with the Löwdin charge.
Cartesian coordinates (Å):
C  0.61574  0.59450  -1.65730  -0.237
C  0.41809  1.74153  0.31920  -0.132
C  0.19921  -0.80281  -1.01863  -0.016
C  -0.36924  0.57526  1.09850  -0.088
C  -0.51509  -1.85097  1.14595  0.067
N  -0.11178  1.54497  -1.01223  -0.103
O  0.09165  -0.66405  0.48843  -0.256
H  1.80315  0.76431  -1.56048  0.168
H  0.44522  0.35609  -2.72175  0.141
H  0.22613  2.60704  0.95403  0.136
H  1.48931  1.32642  0.32162  0.143
H  -0.71990  -1.31491  -1.39636  0.148
H  1.04743  -1.57663  -1.18665  0.168
H  0.04140  0.68440  2.14912  0.158
H  -1.48116  0.70728  1.06507  0.156
H  -0.09349  -2.06863  2.15237  0.136
H  -1.60947  -1.65514  1.01952  0.137
H  -0.14935  -2.65972  0.52809  0.100
H  -0.11616  2.49649  -1.48502  0.174

As for the energy above the lowest of the compared OMol25 structures with the same formula, charge and spin: 317.2 kJ/mol. For the HOMO energy, the calculation gives -13.547 eV. For the HOMO-LUMO gap, the calculation gives 10.87 eV. Its total energy is -327.33877 hartree. The net charge is +1.

***

No. 2
The following is a quantum chemistry calculation of C2ClFN4 in the gas phase at a distorted geometry, from OMol25.

Each line ends with the Löwdin charge.
Cartesian coordinates (Å):
F  -2.16072  0.40508  -0.12692  0.103
C  -0.88417  0.09562  0.12991  -0.354
N  -0.61811  -0.44558  1.27218  0.128
N  0.64443  -0.86944  1.53283  -0.004
N  1.59804  -0.67136  0.70925  -0.011
N  1.36755  -0.06127  -0.47331  0.043
C  0.15741  0.34579  -0.80601  -0.687
Cl  -0.10443  1.20116  -2.23793  0.782

As for the energy above the lowest of the compared OMol25 structures with the same formula, charge and spin: 7.8 kJ/mol. The SMILES is Fc1nnnnc1Cl. For the HOMO energy, the calculation gives -10.966 eV. For the HOMO-LUMO gap, the calculation gives 9.91 eV. Its total energy is -855.19777 hartree. The net charge is 0.

***

No. 3
The following is a quantum chemistry calculation of C6H16OS3Si in the gas phase at a distorted geometry, from OMol25.

Each line ends with the Löwdin charge.
Cartesian coordinates (Å):
C  -0.65395  -0.42880  -3.09770  -0.211
O  -0.92648  -0.02286  -1.86389  -0.325
Si  -0.97638  -0.58497  -0.30869  0.104
C  0.90162  -1.12666  0.66130  -0.179
C  1.87695  0.00897  0.32026  -0.343
C  3.35768  -0.39092  0.68059  -0.550
S  4.53910  0.91950  0.22197  0.702
S  -1.71284  1.07471  0.92116  0.587
C  -3.40505  1.46045  0.39964  -0.504
S  -2.26849  -2.27372  -0.30946  0.583
C  -2.07287  -2.70701  1.45674  -0.439
H  -0.67230  0.38249  -3.83472  0.087
H  -1.46219  -1.01610  -3.53436  0.083
H  0.34544  -0.97094  -3.08892  0.114
H  1.20577  -1.96221  0.10469  0.045
H  0.80249  -1.25470  1.66631  0.030
H  1.86180  0.24706  -0.70101  0.072
H  1.74333  0.96138  0.77105  0.074
H  3.44826  -1.29260  0.09091  0.068
H  3.55748  -0.59505  1.65679  0.020
H  3.54598  1.79159  0.21221  -0.166
H  -4.24626  0.65372  0.55570  0.071
H  -3.56710  1.67852  -0.66965  0.035
H  -3.74608  2.23358  1.07708  0.006
H  -1.30640  -3.41794  1.45885  -0.005
H  -3.00205  -3.21856  1.73145  0.037
H  -1.69204  -1.74381  1.87890  0.003

The SMILES is CO[Si](CCCS)(SC)SC. For the HOMO energy, the calculation gives -8.857 eV. For the HOMO-LUMO gap, the calculation gives 9.42 eV. Its total energy is -1797.51800 hartree. The net charge is 0.

***

No. 4
The following is a quantum chemistry calculation of 8 unconnected molecules or ions with the total composition H15O7S at a distorted geometry, from OMol25.

Each line ends with the Löwdin charge.
Cartesian coordinates (Å):
S  -0.84369  1.79934  -0.38846  -0.058
H  -1.78348  2.58134  -0.89951  -0.437
H  -1.87366  1.09758  1.74828  -0.031
H  -1.72581  2.27494  2.50950  -0.041
O  -1.82285  1.40462  2.68821  -0.089
H  -0.24120  0.83798  3.09652  -0.038
H  0.55149  1.97705  3.45576  0.129
O  0.62865  0.91342  3.55240  -0.160
H  -0.05096  -1.24565  2.48485  0.117
H  0.57360  -0.01499  2.01581  -0.003
O  0.67751  -0.98283  1.74364  -0.164
H  3.47257  -1.22751  -1.95756  -0.080
H  2.61972  -2.33351  -2.35172  0.066
O  3.51062  -2.13061  -1.95067  -0.061
H  1.95090  0.54301  -1.56958  0.043
H  2.77429  1.34106  -2.37013  0.050
O  2.50122  0.41189  -2.37843  -0.086
H  -2.81193  -0.12661  -2.73351  0.041
H  -1.84860  -0.66117  -3.57503  0.042
O  -2.83521  -0.71676  -3.53892  -0.118
H  -1.15122  -1.24751  -0.04693  -0.035
H  -0.72537  -2.40157  0.35285  -0.039
O  -1.54660  -2.09353  0.11260  -0.049

As for the energy above the lowest of the compared OMol25 structures with the same formula, charge and spin: 268.0 kJ/mol. For the HOMO energy, the calculation gives -4.362 eV. For the HOMO-LUMO gap, the calculation gives 7.47 eV. Its total energy is -933.86504 hartree. The net charge is -1.

***

No. 5
The following is a quantum chemistry calculation of a molecular structure, C40H43F11N2O6S2SeTi, from OMol25.

Each line ends with the Löwdin charge.
Cartesian coordinates (Å):
Ti  0.02121  -1.40271  0.44488  0.910
C  -1.54574  -3.09298  0.50458  -0.202
C  -2.18011  -1.95436  1.07046  -0.176
C  -2.34790  -1.01113  -0.00011  -0.116
C  -1.77587  -1.62300  -1.15542  -0.027
C  -1.33957  -2.92995  -0.88126  -0.216
C  -0.94644  -3.99306  -1.89363  -0.530
C  -2.03702  -3.98086  -2.98005  -0.035
C  0.40761  -3.75666  -2.57019  -0.035
C  -0.94079  -5.36881  -1.22535  -0.049
C  -3.14332  0.28887  -0.12801  -0.490
C  -4.63525  -0.07087  0.02035  -0.025
C  -2.99581  0.87096  -1.54329  -0.043
C  -2.76314  1.39228  0.86121  -0.022
C  -2.79235  -2.11973  2.47545  -0.494
C  -4.02608  -3.02266  2.28719  -0.024
C  -1.81814  -2.85322  3.41537  -0.043
C  -3.23741  -0.85096  3.20722  -0.036
H  -1.39522  -4.01522  1.04072  0.083
H  -1.68676  -1.14311  -2.11423  0.132
H  -2.04462  -3.03448  -3.52219  0.084
H  -3.02748  -4.13939  -2.54907  0.094
H  -1.84530  -4.77686  -3.70130  0.089
H  0.42208  -2.81883  -3.12098  0.076
H  0.58968  -4.57024  -3.27504  0.093
H  1.21721  -3.73505  -1.84149  0.059
H  -1.89798  -5.58256  -0.74645  0.092
H  -0.14791  -5.44598  -0.48004  0.053
H  -0.76346  -6.13417  -1.98229  0.091
H  -4.91357  -0.84563  -0.69718  0.097
H  -5.24155  0.81375  -0.18265  0.092
H  -4.88792  -0.42578  1.01432  0.056
H  -3.38652  0.19060  -2.30079  0.091
H  -1.96118  1.12249  -1.78722  0.073
H  -3.58120  1.78999  -1.60348  0.088
H  -2.83363  1.08450  1.89815  0.049
H  -3.44159  2.23630  0.71729  0.098
H  -1.74826  1.74925  0.68794  0.069
H  -3.74507  -3.98943  1.86686  0.088
H  -4.76059  -2.56652  1.62335  0.079
H  -4.50094  -3.19794  3.25415  0.093
H  -1.57881  -3.86209  3.08055  0.078
H  -2.28207  -2.94623  4.39835  0.096
H  -0.88396  -2.30951  3.53066  0.054
H  -4.03922  -0.32375  2.69866  0.066
H  -2.41729  -0.16020  3.37397  0.057
H  -3.62271  -1.14361  4.18572  0.097
F  1.64409  0.68999  5.24375  0.167
C  0.86267  -0.10174  4.52484  -0.668
F  1.52922  -1.20147  4.19017  0.143
F  -0.20302  -0.43555  5.24354  0.161
S  0.30951  0.76554  2.98593  0.662
O  -0.26428  -0.34279  2.20550  -0.377
O  -0.60722  1.76241  3.41910  -0.217
N  1.58426  1.39299  2.36068  -0.245
S  2.49057  0.71765  1.27086  0.675
O  2.05729  -0.63465  0.94015  -0.379
O  2.80273  1.59988  0.19685  -0.212
C  4.08780  0.49292  2.16359  -0.663
F  4.52331  1.66749  2.59442  0.168
F  4.97674  -0.02211  1.32117  0.168
F  3.93926  -0.32318  3.20186  0.158
F  7.12496  -3.14021  2.03278  0.137
C  5.80727  -3.17881  1.85761  -0.141
C  5.26715  -2.99302  0.59589  -0.152
F  6.07479  -2.77032  -0.44112  0.131
C  3.89643  -3.01686  0.42933  -0.254
F  3.41284  -2.82572  -0.79921  0.099
C  3.02954  -3.22488  1.49270  -0.426
Se  1.14959  -3.47049  1.23633  1.010
C  3.60007  -3.41342  2.74253  -0.260
F  2.82372  -3.63491  3.80653  0.085
C  4.96929  -3.38975  2.93613  -0.149
F  5.48604  -3.56207  4.15305  0.129
C  1.74361  7.70649  -1.10483  -0.049
C  0.64470  6.68492  -1.22603  -0.225
C  -0.68078  7.10210  -1.26644  -0.049
C  -1.71986  6.19106  -1.37035  -0.077
C  -1.43258  4.84154  -1.45782  -0.017
C  -0.11247  4.41232  -1.42509  -0.204
N  0.13647  3.01008  -1.49111  0.114
C  0.68807  2.36895  -2.55386  -0.176
C  0.99283  3.06461  -3.74154  -0.010
C  1.56937  2.42239  -4.81160  -0.066
C  1.87647  1.05915  -4.76894  -0.082
C  1.56361  0.35691  -3.63140  -0.006
C  0.96126  0.98159  -2.52954  -0.066
C  0.63254  0.15001  -1.38775  -0.528
O  0.05303  0.61205  -0.34459  -0.101
O  0.87085  -1.10599  -1.37387  -0.085
C  0.94283  5.31756  -1.28919  -0.162
C  2.36262  4.82675  -1.20813  -0.015
H  1.33401  8.71434  -1.14842  0.074
H  2.47727  7.60181  -1.90596  0.085
H  2.28104  7.60327  -0.16001  0.084
H  -0.89921  8.16169  -1.21047  0.108
H  -2.74590  6.53366  -1.39338  0.102
H  -2.21754  4.10336  -1.55730  0.104
H  -0.06735  2.45473  -0.67422  0.113
H  0.75870  4.11842  -3.80290  0.117
H  1.78855  2.99193  -5.70624  0.108
H  2.34460  0.57124  -5.61181  0.101
H  1.78037  -0.69926  -3.55257  0.117
H  2.83021  4.79677  -2.19582  0.093
H  2.40310  3.81832  -0.79843  0.061
H  2.96696  5.47883  -0.58098  0.076

As for the energy above the lowest of the compared OMol25 structures with the same formula, charge and spin: 0.0 kJ/mol. For the HOMO energy, the calculation gives -8.113 eV. For the HOMO-LUMO gap, the calculation gives 7.33 eV. Its total energy is -7256.93686 hartree. The net charge is 0.

***

No. 6
The following is a quantum chemistry calculation of a gas-phase ion, C4H5N2O (charge -1) at a distorted geometry, from OMol25.

Each line ends with the Löwdin charge.
Cartesian coordinates (Å):
C  -2.43406  0.13623  -0.87800  -0.452
C  -1.33420  -0.50984  -1.36113  -0.191
C  0.06687  -0.17048  -0.91588  -0.508
C  0.09348  0.28475  0.49355  -0.123
N  -3.49410  0.40816  -0.43507  0.010
N  1.02231  0.79033  -1.64884  -0.002
O  2.14744  0.20879  -1.86917  -0.127
H  -1.45617  -0.98282  -2.28887  0.025
H  0.74675  -1.07947  -1.00222  0.110
H  0.96166  -0.18254  1.02219  0.071
H  -0.92583  -0.01274  0.95861  0.096
H  0.26427  1.42158  0.43930  0.090

As for the energy above the lowest of the compared OMol25 structures with the same formula, charge and spin: 42.3 kJ/mol. For the HOMO energy (spin up / spin down), the calculation gives -2.522 / -2.520 eV. For the HOMO-LUMO gap (spin up / spin down), the calculation gives 6.14 / 6.13 eV. Its total energy is -340.06551 hartree. The net charge is -1.

***

No. 7
The following is a quantum chemistry calculation of C14H27N3O2S in the gas phase, from OMol25.

Each line ends with the Löwdin charge.
Cartesian coordinates (Å):
C  2.39553  3.02048  -1.87457  0.012
C  1.52614  4.00642  -1.98986  -0.149
C  0.04261  3.84723  -2.16305  -0.226
N  -0.43425  2.51659  -1.88805  0.011
C  -0.64037  1.61347  -2.85322  -0.877
S  -0.68352  1.95098  -4.46769  0.631
N  -0.97312  0.33503  -2.47021  -0.002
N  -0.75722  -0.15448  -1.18766  0.073
C  0.48067  -0.44805  -0.70671  -0.462
O  1.48236  -0.26677  -1.36471  0.084
C  0.52358  -1.05589  0.69010  -0.222
C  0.12061  -2.54295  0.64806  -0.150
C  -1.33674  -2.84225  0.30174  -0.222
C  -1.67864  -4.32462  0.47567  -0.264
C  -0.96453  -5.22811  -0.52254  -0.109
C  -0.25418  -0.25201  1.73637  -0.097
C  0.32413  1.16291  1.98276  -0.591
C  1.61471  1.09855  2.79983  -0.013
C  -0.71798  2.00822  2.72045  -0.019
O  0.56688  1.81861  0.74196  -0.043
H  3.44974  3.21272  -1.77004  0.055
H  2.10761  1.98238  -1.90676  0.038
H  1.85541  5.03705  -1.98283  0.096
H  -0.22551  4.08609  -3.19893  0.070
H  -0.47985  4.54597  -1.50077  0.122
H  -0.28331  2.19399  -0.93682  0.101
H  -0.90224  -0.33989  -3.22464  0.122
H  -1.57982  -0.25430  -0.60998  0.143
H  1.58461  -1.04639  0.96563  0.143
H  0.33798  -2.96922  1.63101  0.124
H  0.76935  -3.03769  -0.07666  0.120
H  -1.99549  -2.26628  0.95541  0.107
H  -1.54223  -2.56054  -0.73241  0.105
H  -2.75712  -4.44496  0.34944  0.105
H  -1.42962  -4.63667  1.49248  0.106
H  -1.31413  -6.25232  -0.41741  0.070
H  -1.16312  -4.90248  -1.54129  0.076
H  0.11005  -5.22123  -0.36144  0.065
H  -0.23723  -0.79900  2.68063  0.134
H  -1.29809  -0.14426  1.43868  0.108
H  1.42476  0.66471  3.77762  0.092
H  2.36915  0.49873  2.29422  0.084
H  2.01101  2.10242  2.93719  0.093
H  -1.59274  2.14979  2.09088  0.087
H  -0.30391  2.98584  2.95094  0.088
H  -1.01737  1.52105  3.64363  0.089
H  1.46544  1.63113  0.44357  0.093

As for the energy above the lowest of the compared OMol25 structures with the same formula, charge and spin: 6.3 kJ/mol. The SMILES is C=CCNC(=S)NNC(=O)[C@H](CCCC)CC(C)(C)O. For the HOMO energy, the calculation gives -7.986 eV. For the HOMO-LUMO gap, the calculation gives 8.47 eV. Its total energy is -1262.58897 hartree. The net charge is 0.

***

No. 8
The following is a quantum chemistry calculation of CH2ClNO in the gas phase at a distorted geometry, from OMol25.

Each line ends with the Löwdin charge.
Cartesian coordinates (Å):
C  -0.26342  -0.13001  -0.18581  0.070
N  -1.68340  -0.58979  -0.02251  -0.457
O  -2.79680  -1.54053  -0.04084  -0.231
Cl  -2.78248  0.91083  0.03515  0.536
H  0.52004  -0.89760  -0.33928  0.077
H  -0.12105  0.69448  0.40295  0.005

As for the energy above the lowest of the compared OMol25 structures with the same formula, charge and spin: 669.0 kJ/mol. The SMILES is C=[N+]([O-])Cl. For the HOMO energy (spin up / spin down), the calculation gives -10.287 / -9.924 eV. For the HOMO-LUMO gap (spin up / spin down), the calculation gives 9.10 / 8.74 eV. Its total energy is -629.24591 hartree. The net charge is 0.

***

- Look up the total energy of the seventh one.
  -1262.58897 hartree